No. 1
Molecular formula: C12H44O10
Method: DFT, wB97M-V/def2-TZVPD

Geometry as ORCA input:
```
! wB97M-V def2-TZVPD RIJCOSX def2/J DEFGRID3
* xyz 0 1
C -13.798 -16.856 -17.769
C -13.085 -15.561 -18.213
C -12.779 -15.296 -19.611
O -13.839 -14.448 -17.757
H -13.327 -17.775 -18.117
H -14.824 -16.679 -18.091
H -13.689 -17.027 -16.698
H -12.122 -15.631 -17.707
H -12.181 -16.094 -20.052
H -12.227 -14.357 -19.634
H -13.639 -15.374 -20.277
H -14.452 -14.156 -18.436
C -9.507 -8.471 -16.524
C -8.555 -7.769 -15.534
C -8.872 -6.302 -15.166
O -8.549 -8.490 -14.329
H -9.375 -8.014 -17.505
H -10.494 -8.255 -16.116
H -9.418 -9.554 -16.599
H -7.551 -7.735 -15.957
H -8.813 -5.657 -16.043
H -7.993 -5.952 -14.625
H -9.868 -6.128 -14.757
H -8.108 -8.032 -13.610
C -8.938 -14.842 -20.741
C -9.015 -16.030 -21.731
C -9.074 -17.486 -21.160
O -10.218 -15.867 -22.442
H -8.931 -13.914 -21.312
H -8.035 -14.919 -20.135
H -9.724 -14.813 -19.986
H -8.299 -15.877 -22.538
H -8.118 -17.741 -20.702
H -9.329 -18.187 -21.955
H -9.847 -17.496 -20.392
H -10.302 -16.736 -22.842
C -13.032 -10.903 -16.298
C -12.234 -10.708 -15.017
C -12.821 -9.530 -14.283
O -12.303 -11.845 -14.120
H -14.119 -10.929 -16.228
H -12.832 -11.844 -16.812
H -12.675 -10.160 -17.010
H -11.197 -10.404 -15.161
H -12.736 -8.591 -14.828
H -12.640 -9.277 -13.238
H -13.900 -9.677 -14.329
H -12.388 -12.635 -14.659
O -12.934 -12.115 -20.268
H -13.655 -12.321 -19.673
H -12.153 -12.138 -19.715
O -8.525 -11.271 -14.566
H -8.698 -10.330 -14.548
H -8.403 -11.475 -15.494
O -10.677 -12.511 -18.297
H -10.120 -13.284 -18.390
H -10.118 -11.863 -17.869
O -9.526 -11.083 -21.411
H -9.016 -10.379 -21.008
H -9.647 -11.723 -20.709
O -8.007 -11.910 -17.235
H -8.200 -12.831 -17.062
H -7.052 -11.866 -17.266
O -8.717 -14.416 -17.162
H -9.172 -14.893 -16.468
H -7.918 -14.921 -17.316
*
```

Molecular weight: 348.5 g/mol
HOMO level: -9.656 eV
Energy above the lowest of the compared OMol25 structures with the same formula, charge and spin: 2.302 eV
Total energy: -33631.2537 eV

=====

No. 2
Molecular formula: C12H46AsF6O15
Method: DFT, wB97M-V/def2-TZVPD

Geometry as ORCA input:
```
! wB97M-V def2-TZVPD RIJCOSX def2/J DEFGRID3
* xyz -1 1
As 0.656 0.009 -0.074
F 0.922 -1.700 -0.310
F 0.532 -0.241 1.629
F 0.304 1.687 0.060
F 0.771 0.186 -1.784
F -1.055 -0.291 -0.246
F 2.342 0.296 0.138
O -3.650 0.045 -0.684
H -3.735 0.429 -1.574
H -2.697 -0.101 -0.609
O 5.133 -0.260 -0.073
H 4.206 -0.041 0.086
H 5.127 -1.180 -0.347
O 2.717 -2.142 -2.510
H 3.423 -2.421 -1.922
H 1.950 -2.010 -1.938
O -1.140 3.693 1.391
H -1.885 3.074 1.352
H -0.433 3.258 0.907
C -1.642 -2.802 -2.417
C -1.751 -3.728 -1.236
C -3.016 -3.534 -0.405
O -3.479 -4.862 -0.150
C -2.791 -5.735 -0.923
O -2.963 -6.911 -0.924
O -1.908 -5.084 -1.709
H -2.497 -2.865 -3.090
H -0.721 -3.032 -2.958
H -1.548 -1.756 -2.122
H -0.845 -3.669 -0.630
H -3.781 -3.001 -0.976
H -2.834 -2.973 0.508
C 0.768 4.401 -2.401
O -0.130 4.891 -3.389
H 0.214 3.999 -1.561
H 1.407 3.612 -2.817
H 1.474 5.167 -2.063
H 0.377 5.122 -4.171
C -4.682 2.277 1.776
O -3.395 1.846 1.394
H -5.182 2.779 0.939
H -5.337 1.426 2.013
H -4.603 2.895 2.665
H -3.464 1.165 0.695
C 2.305 0.730 -4.744
O 3.339 0.293 -3.902
H 1.460 1.116 -4.161
H 2.663 1.566 -5.350
H 1.992 -0.061 -5.435
H 2.996 -0.434 -3.361
C 2.096 3.572 2.198
O 3.058 4.251 3.018
H 1.247 3.281 2.823
H 1.711 4.208 1.408
H 2.521 2.628 1.851
H 2.858 4.030 3.929
C 2.566 -3.075 2.491
O 3.097 -3.264 3.810
H 1.610 -2.553 2.533
H 3.247 -2.384 1.990
H 2.519 -4.007 1.930
H 2.521 -3.898 4.245
C -1.788 -0.710 3.828
O -0.960 -1.773 3.397
H -2.197 -0.118 3.002
H -2.620 -1.107 4.408
H -1.232 -0.017 4.474
H -0.286 -1.372 2.835
C -2.134 1.244 -3.633
O -3.462 0.820 -3.326
H -1.549 0.410 -4.028
H -2.109 2.028 -4.390
H -1.615 1.586 -2.736
H -4.083 1.442 -3.709
C 3.020 0.258 4.174
O 4.149 -0.584 4.202
H 2.202 -0.128 4.799
H 3.268 1.252 4.542
H 2.602 0.349 3.163
H 3.826 -1.493 4.186
*
```

Molecular weight: 619.4 g/mol
HOMO level: -7.677 eV
Energy above the lowest of the compared OMol25 structures with the same formula, charge and spin: 0.000 eV
Total energy: -121051.2222 eV

=====

No. 3
Molecular formula: C12H48N24O12
Method: DFT, wB97M-V/def2-TZVPD

Geometry as ORCA input:
```
! wB97M-V def2-TZVPD RIJCOSX def2/J DEFGRID3
* xyz 0 1
N -0.373 2.488 -4.875
C -0.037 3.330 -5.899
N 1.013 4.158 -5.649
O -0.527 3.203 -7.011
H -1.080 1.804 -5.081
H 0.109 2.559 -3.998
H 1.393 4.322 -4.735
H 1.366 4.739 -6.384
N 5.407 3.713 -1.985
C 4.153 3.201 -1.674
N 4.125 1.819 -1.504
O 3.091 3.849 -1.541
H 5.624 4.686 -2.067
H 6.156 3.057 -1.919
H 3.247 1.449 -1.146
H 4.892 1.228 -1.747
N 0.280 -0.925 3.796
C 0.858 -1.696 4.805
N 0.600 -3.051 4.563
O 1.430 -1.243 5.779
H 0.443 0.064 3.887
H -0.247 -1.332 3.051
H 1.007 -3.659 5.250
H -0.003 -3.407 3.852
N -3.950 -2.714 0.137
C -3.397 -1.821 1.057
N -4.379 -0.953 1.535
O -2.294 -1.895 1.571
H -3.386 -3.438 -0.274
H -4.728 -2.341 -0.366
H -5.295 -0.862 1.155
H -3.960 -0.199 2.080
N 2.186 -2.186 -2.199
C 2.940 -3.114 -1.519
N 3.538 -2.632 -0.333
O 3.023 -4.318 -1.878
H 2.028 -1.239 -1.848
H 1.723 -2.561 -3.006
H 4.285 -3.148 0.096
H 3.678 -1.642 -0.508
N 0.137 -3.908 0.872
C 0.927 -4.648 1.744
N 2.266 -4.436 1.527
O 0.452 -5.350 2.651
H 0.662 -3.408 0.181
H -0.855 -4.031 0.905
H 3.008 -4.879 2.029
H 2.521 -3.803 0.786
N -3.523 -0.897 -5.671
C -2.431 -1.043 -4.848
N -2.540 -2.059 -3.902
O -1.407 -0.352 -4.960
H -4.356 -1.448 -5.707
H -3.495 -0.112 -6.300
H -3.232 -2.772 -4.037
H -1.912 -2.132 -3.090
N 2.190 5.013 1.126
C 2.067 3.972 2.029
N 2.715 2.840 1.546
O 1.523 4.151 3.136
H 1.822 5.859 1.531
H 2.518 4.960 0.190
H 3.107 2.944 0.632
H 2.867 2.127 2.235
N 0.294 1.059 1.021
C 0.464 0.306 -0.125
N -0.434 -0.717 -0.234
O 1.238 0.609 -1.080
H 0.521 2.035 1.002
H -0.403 0.720 1.665
H -1.173 -0.829 0.441
H -0.352 -1.413 -0.946
N -3.364 -0.163 4.567
C -3.175 1.079 4.034
N -3.767 2.104 4.767
O -2.564 1.243 2.969
H -3.980 -0.242 5.357
H -3.217 -1.016 4.058
H -3.659 2.979 4.271
H -4.542 1.913 5.367
N -0.334 -4.135 -4.044
C -0.443 -4.168 -2.630
N 0.145 -5.338 -2.153
O -0.777 -3.167 -1.913
H 0.322 -4.772 -4.434
H -0.828 -3.371 -4.477
H 0.379 -6.075 -2.782
H 0.400 -5.438 -1.185
N -1.417 4.172 2.800
C -1.825 5.301 3.494
N -0.830 5.895 4.260
O -3.008 5.730 3.491
H -2.194 3.661 2.416
H -0.492 3.805 2.925
H -1.076 6.772 4.681
H 0.119 5.578 4.342
*
```

Molecular weight: 720.7 g/mol
HOMO level: -9.139 eV
Energy above the lowest of the compared OMol25 structures with the same formula, charge and spin: 2.363 eV
Total energy: -73567.9998 eV